196
Properties=species:S:1:pos:R:3:forces:R:3:mulliken_charge:R:1 method="wB97M-V/def2-TZVPD" smiles=c1cc[nH]c1.c1cc[nH]c1.CCN(CC)CC.CCN(CC)CC.CCN(CC)CC.CCN(CC)CC.CCN(CC)CC.CCN(CC)CC.CCN(CC)CC.CCN(CC)CC spin_multiplicity=1 e_tot_ha=-2759.01068 lumo_ev=0.5 total_charge=0 e_above_lowest_kj_mol=9.5 homo_lumo_gap_ev=8.5
C 4.732354 -35.250762 -3.792176 1.10 0.19 0.37 0.70
C 6.011571 -35.182060 -4.470696 -1.67 0.06 0.69 0.14
C 6.976392 -35.358016 -3.526108 -0.97 -0.24 -0.33 -1.51
N 6.371885 -35.523256 -2.321971 -0.04 -0.57 1.45 0.13
C 5.009931 -35.456270 -2.465924 -0.20 0.21 -0.34 -1.80
H 3.743866 -35.156873 -4.192817 -0.17 0.10 -0.27 0.41
H 6.083880 -34.994049 -5.510657 0.49 0.05 -0.70 0.64
H 8.003958 -35.475216 -3.628833 1.54 -0.01 -0.13 0.57
H 6.814118 -35.932971 -1.490386 -0.25 0.64 -0.77 0.25
H 4.338704 -35.467383 -1.621707 0.12 -0.25 0.02 0.39
C 1.107403 -31.925882 -11.505833 -0.36 0.12 -1.33 -1.23
C 1.997487 -30.833956 -11.591299 0.65 0.49 -0.42 -0.28
C 2.330947 -30.433196 -10.313013 0.05 -0.06 -0.69 -0.08
N 1.611121 -31.219888 -9.448419 0.29 0.02 0.25 1.29
C 0.851485 -32.108752 -10.189013 0.53 0.35 0.84 -0.89
H 0.678799 -32.474042 -12.365690 0.22 0.45 0.85 0.39
H 2.355866 -30.380089 -12.512368 0.05 -0.15 0.27 0.53
H 3.093624 -29.681141 -10.050736 -0.75 -0.55 0.24 0.04
H 1.725857 -31.152347 -8.412060 -0.42 0.07 -0.68 -0.48
H 0.149189 -32.766882 -9.753122 -0.34 -0.55 0.63 0.57
C 3.439084 -24.353632 -5.271840 0.04 0.69 1.96 -1.20
C 4.317218 -25.154535 -4.252182 -0.55 0.57 -1.80 -0.33
N 3.622069 -25.622488 -3.095244 -0.53 -0.12 -1.03 0.16
C 2.576944 -26.553730 -3.450663 -0.28 -1.48 0.26 1.03
C 1.672067 -26.741148 -2.251207 -1.71 -0.97 1.37 -1.61
C 4.574825 -26.097947 -2.153537 2.05 -0.10 0.44 0.19
C 5.142756 -25.007272 -1.250634 1.40 -0.02 0.86 -1.49
H 2.795884 -24.987600 -5.853509 -0.27 -0.37 -0.20 0.07
H 4.094485 -23.846909 -5.941657 0.53 0.38 -0.67 0.48
H 2.809433 -23.558735 -4.780704 0.59 -0.86 -0.28 0.28
H 4.800614 -25.932156 -4.860169 -0.26 -0.80 0.08 0.13
H 5.193989 -24.643840 -3.920955 0.31 1.17 0.25 0.61
H 1.964166 -26.188961 -4.301466 0.49 0.08 0.59 0.20
H 2.950521 -27.588174 -3.798703 -0.06 1.18 0.39 -0.64
H 1.293094 -25.782856 -1.853475 0.21 -0.21 -0.45 0.42
H 0.763690 -27.360162 -2.491090 0.74 0.56 -0.08 0.31
H 2.066310 -27.264847 -1.330587 0.23 0.45 -1.20 0.26
H 5.449070 -26.664342 -2.647431 -1.12 0.57 0.42 -0.04
H 4.173130 -26.753761 -1.405608 -0.63 -0.76 -0.15 0.25
H 4.417328 -24.695744 -0.489841 0.17 -0.08 -0.18 0.30
H 5.636162 -24.116850 -1.627947 -0.62 0.29 -0.97 0.34
H 6.047128 -25.425726 -0.763206 -0.70 -0.26 0.36 0.42
C -6.723065 -29.224023 -2.800598 -1.86 0.25 0.55 -1.48
C -6.164644 -30.084573 -3.906796 -0.10 0.38 0.86 -0.33
N -4.852876 -29.661363 -4.328433 -0.16 -1.53 -2.22 0.11
C -4.464029 -30.633903 -5.354933 -0.59 -1.06 -1.73 0.36
C -4.968878 -30.255397 -6.779508 0.68 0.43 0.01 -1.13
C -3.893376 -29.596056 -3.309158 1.56 0.71 1.13 -0.71
C -3.559351 -30.857583 -2.522017 -1.80 0.38 1.06 -1.11
H -6.715997 -28.193494 -3.101541 0.48 0.73 -0.13 0.38
H -6.303746 -29.291233 -1.776520 0.03 -0.27 -0.76 0.30
H -7.827586 -29.381612 -2.709120 0.80 -0.36 0.10 0.41
H -6.131307 -31.128156 -3.580323 -0.25 -0.24 -0.07 0.39
H -6.775450 -29.994922 -4.799144 -0.43 -0.20 0.12 0.30
H -4.889713 -31.683953 -5.188077 0.55 1.13 0.37 0.25
H -3.377260 -30.765585 -5.443997 -0.23 0.28 0.35 -0.36
H -4.852261 -31.096320 -7.493752 -0.01 0.41 0.46 0.36
H -4.359886 -29.403396 -7.143061 -0.35 -0.39 0.03 0.12
H -6.013916 -29.929180 -6.805745 0.14 -0.16 0.15 0.36
H -2.975507 -29.143263 -3.718783 -0.14 -0.23 0.00 0.34
H -4.273761 -28.861391 -2.622633 0.07 0.43 0.62 0.48
H -3.200715 -31.664132 -3.118448 0.49 -0.58 -0.39 0.29
H -2.899699 -30.609755 -1.698473 0.46 -0.07 -0.08 0.45
H -4.496359 -31.198426 -2.007727 0.68 0.02 -0.46 0.26
C 3.096904 -31.453147 -1.982613 -0.45 -1.19 -1.00 -0.72
C 4.164824 -30.457182 -1.630925 -0.41 1.50 1.20 -0.17
N 5.547919 -30.787381 -1.901780 -0.53 -0.30 0.15 0.13
C 6.002549 -31.930242 -1.144378 0.15 -0.67 0.01 0.09
C 5.797682 -31.760507 0.363665 0.64 -0.51 -0.87 -1.59
C 5.757137 -30.989040 -3.310282 0.39 -0.06 -0.78 -0.17
C 5.855908 -29.698732 -4.141243 -0.35 0.35 0.09 -0.51
H 3.223215 -32.331835 -1.301030 -0.45 0.54 -0.61 0.25
H 3.218513 -31.815791 -3.025234 -0.21 -0.02 0.58 -0.02
H 2.060917 -31.047144 -1.930592 0.77 -0.19 0.30 0.46
H 4.018399 -29.442183 -2.032843 -0.36 -0.34 -0.19 -0.28
H 4.014600 -30.350988 -0.544229 0.53 0.42 -0.22 0.46
H 5.604074 -32.909897 -1.497695 -0.34 0.42 0.16 -0.04
H 7.046052 -32.025063 -1.414544 0.57 0.04 0.39 0.54
H 6.506198 -32.407661 0.867807 0.09 -0.08 0.28 0.47
H 5.988057 -30.738663 0.639113 0.12 0.45 0.23 0.37
H 4.809085 -32.043426 0.673731 -0.53 -0.08 0.18 0.32
H 5.023232 -31.703741 -3.733960 0.11 0.32 -0.09 -0.14
H 6.705001 -31.515828 -3.468198 0.05 0.09 0.36 0.60
H 6.443451 -30.000058 -5.010916 -0.02 0.46 -0.21 -0.03
H 6.393606 -28.885492 -3.582515 -0.46 -0.83 -0.49 0.22
H 4.880462 -29.294228 -4.517130 0.72 -0.32 0.48 -0.24
C 4.320255 -24.019642 -11.141295 -1.13 -0.16 -1.15 -1.30
C 4.093264 -25.153985 -10.187185 0.22 -0.93 1.98 -0.56
N 4.265785 -26.494724 -10.707822 -1.84 -1.19 -0.56 0.87
C 3.389169 -26.921517 -11.837652 0.37 1.29 -0.17 -0.59
C 1.906241 -26.941008 -11.571039 -1.37 -0.06 0.32 -0.66
C 5.600960 -26.822501 -10.970077 1.67 -0.80 -1.50 -0.93
C 5.942293 -28.303483 -11.122744 -0.27 0.25 0.96 -1.42
H 3.715943 -24.293084 -12.037014 0.19 0.73 0.41 0.27
H 5.327755 -23.894792 -11.522771 0.31 -0.07 0.34 0.29
H 3.951197 -23.087445 -10.712067 0.09 0.04 -0.19 0.41
H 4.804803 -25.129244 -9.317637 -0.51 0.28 -0.62 0.49
H 3.095091 -25.147786 -9.696622 0.37 0.45 -0.56 0.17
H 3.584945 -26.249737 -12.714725 -0.01 -0.51 0.30 0.39
H 3.640076 -27.938742 -12.155453 0.30 0.28 0.22 0.08
H 1.407786 -25.987110 -11.244035 0.78 -0.75 -0.18 0.07
H 1.375129 -27.236293 -12.501900 0.35 0.17 0.43 0.40
H 1.651680 -27.737078 -10.842698 0.08 0.57 -0.20 -0.09
H 6.234341 -26.391414 -10.226629 0.40 0.15 0.93 0.64
H 6.015292 -26.388299 -11.893985 -0.28 0.46 -0.39 0.30
H 5.490498 -28.829626 -11.931043 -0.59 -0.05 -0.83 0.44
H 5.681948 -28.865422 -10.237908 -0.04 -0.17 0.50 0.09
H 6.994365 -28.398756 -11.284551 0.85 -0.04 0.03 0.53
C 3.400574 -32.516984 -6.546648 -1.60 -1.09 0.99 -1.62
C 3.195709 -31.087247 -6.132208 -0.33 1.01 -1.93 0.35
N 1.847663 -30.572851 -6.589063 1.86 0.74 0.31 1.60
C 1.803045 -29.075647 -6.376299 -2.27 -0.09 0.66 0.86
C 2.796452 -28.189502 -7.146793 -1.35 -0.79 -0.90 -0.89
C 0.802674 -31.334128 -5.908443 -0.66 -0.49 -1.43 -0.56
C -0.613377 -30.902194 -6.301634 0.32 1.01 1.04 -1.55
H 3.145951 -32.764386 -7.582868 -0.23 0.36 0.17 -0.12
H 2.765590 -33.134179 -5.853871 0.72 0.07 -0.80 0.50
H 4.408954 -32.821315 -6.422063 1.08 -0.23 0.35 0.34
H 3.356550 -30.960781 -5.055259 -0.13 0.12 -0.04 0.09
H 3.935522 -30.487578 -6.700482 -0.25 -0.05 0.58 -0.09
H 0.760569 -28.752902 -6.667538 1.05 -0.40 -0.08 -1.35
H 1.764025 -28.836836 -5.279449 0.57 -0.26 -0.50 0.22
H 3.787331 -28.234783 -6.769831 0.93 0.11 0.44 0.53
H 2.810304 -28.542400 -8.194665 0.12 0.19 0.34 -0.32
H 2.438492 -27.145996 -7.201394 0.18 -0.45 0.32 0.32
H 0.980011 -31.308583 -4.853747 -0.19 0.06 1.12 0.55
H 0.881150 -32.400067 -6.218128 0.24 0.67 0.16 0.31
H -1.381221 -31.585704 -5.936702 0.17 -0.17 -0.35 0.65
H -0.696504 -30.643869 -7.343014 -0.04 -0.64 -0.75 -0.07
H -0.843243 -29.936277 -5.855723 -0.09 0.10 0.47 0.13
C -1.280367 -27.067849 -7.401007 -0.63 -0.26 -0.78 -1.43
C -0.462422 -27.002784 -8.681617 1.34 1.33 0.20 0.05
N -1.053477 -27.432551 -9.925078 0.17 -0.53 0.31 0.83
C -2.223081 -26.687430 -10.314269 -0.99 -0.04 0.32 -0.52
C -1.952676 -25.189077 -10.589050 0.41 -0.33 0.06 -1.20
C -1.162417 -28.897246 -9.916717 -1.04 -0.06 -1.08 1.12
C -1.851456 -29.479758 -11.217923 2.00 -0.06 1.79 -2.21
H -1.491265 -28.052383 -7.040766 -0.48 -0.98 -0.26 0.08
H -2.225044 -26.522866 -7.523382 0.27 -0.02 0.34 0.38
H -0.692719 -26.698399 -6.603058 0.54 1.09 0.85 0.42
H -0.143667 -25.925398 -8.755418 -0.30 -0.78 -0.29 0.46
H 0.501388 -27.539089 -8.559348 -0.50 0.07 -0.05 -0.63
H -3.050338 -26.773408 -9.569752 0.25 0.07 -0.07 0.31
H -2.647265 -27.197782 -11.191411 0.34 0.55 0.01 0.54
H -2.096530 -24.499314 -9.721700 0.51 -0.79 -0.40 0.22
H -2.702758 -24.861589 -11.297063 -0.01 0.18 -0.41 0.45
H -0.928738 -25.106322 -11.040543 -0.93 0.23 0.43 0.16
H -0.150424 -29.240106 -9.668477 -0.23 -0.40 -0.59 -0.41
H -1.833514 -29.311285 -9.161886 -0.06 0.31 0.85 -0.07
H -1.346314 -29.068273 -12.065181 -0.02 0.24 -0.85 0.37
H -1.694180 -30.561741 -11.199873 -0.14 0.12 -0.11 0.49
H -2.895930 -29.253152 -11.160551 -0.57 0.08 -0.31 0.59
C 0.275548 -39.256790 -5.480574 0.23 0.33 1.21 -1.36
C 1.543940 -38.846198 -6.209851 0.32 -0.04 1.09 -0.47
N 2.589301 -38.287724 -5.296717 -1.81 1.95 -1.45 0.17
C 3.571234 -37.653892 -6.191191 1.39 -1.08 0.94 -0.84
C 3.218669 -36.483674 -7.018953 -1.10 1.58 1.04 -1.10
C 3.206459 -39.301861 -4.499592 1.04 -0.20 0.61 -0.42
C 3.928797 -38.760009 -3.247463 -0.63 -0.39 0.12 -1.15
H -0.515850 -39.602822 -6.098837 -0.56 -0.18 -0.97 0.44
H -0.130938 -38.437650 -4.874861 0.17 0.08 -0.25 0.31
H 0.420485 -40.074040 -4.762356 0.35 0.12 -0.18 0.30
H 2.040395 -39.692509 -6.618679 0.15 -1.43 -0.78 0.42
H 1.368254 -38.216487 -7.088828 -0.16 0.36 0.62 0.36
H 4.415673 -37.322119 -5.607533 0.32 -0.23 0.57 0.51
H 3.950199 -38.431754 -6.843048 0.44 -0.58 -0.42 0.41
H 2.541065 -35.880880 -6.406539 -0.22 0.23 -0.19 0.37
H 4.053506 -35.815134 -7.223719 0.27 -0.33 -0.10 -0.09
H 2.722912 -36.714416 -7.922989 -0.52 -0.22 -1.07 0.65
H 3.911248 -39.826009 -5.161880 0.19 -0.45 0.22 0.34
H 2.503861 -40.035666 -4.092131 -0.23 0.19 -0.53 0.36
H 4.704040 -38.015876 -3.437191 -0.28 0.05 -0.07 0.18
H 4.404138 -39.606894 -2.735723 -0.05 0.12 -0.06 0.44
H 3.137370 -38.370524 -2.568165 0.72 0.07 -0.37 0.26
C 8.580132 -31.476856 -7.194106 0.90 0.67 1.35 -1.64
C 7.197444 -31.960116 -7.432331 -1.26 -0.44 -1.57 1.32
N 6.940990 -32.269911 -8.853348 0.09 0.09 0.05 0.24
C 5.632929 -31.877030 -9.344684 -0.93 0.65 0.86 1.04
C 5.568844 -31.841399 -10.831606 0.97 0.07 -1.29 -1.46
C 7.361114 -33.585883 -9.309064 0.94 0.27 0.89 -0.85
C 6.311775 -34.646061 -9.107188 0.09 -0.13 0.39 -0.89
H 9.305939 -32.284641 -7.146979 0.11 -0.06 0.23 0.41
H 8.583234 -30.882228 -6.249963 0.24 -0.75 -0.26 0.38
H 8.957060 -30.767576 -7.915494 -0.29 0.09 -0.64 0.35
H 6.911785 -32.803132 -6.777736 0.19 0.18 0.08 -0.29
H 6.500238 -31.156094 -7.256152 -0.24 0.33 0.55 -0.56
H 4.761654 -32.507885 -9.072837 0.41 -0.02 0.68 -0.42
H 5.450495 -30.860570 -8.907793 -0.10 -0.69 -0.49 0.03
H 6.413600 -31.212588 -11.147918 -0.18 -0.26 -0.42 0.45
H 5.671830 -32.854051 -11.270084 0.13 0.48 0.22 0.33
H 4.648520 -31.441131 -11.253911 -0.07 0.10 0.37 0.11
H 8.260920 -33.879286 -8.698095 -0.70 0.33 -0.61 0.39
H 7.702569 -33.506240 -10.336882 0.00 -0.18 -0.23 0.37
H 6.783551 -35.606511 -9.188412 0.07 -0.70 0.24 0.56
H 5.481321 -34.653543 -9.779917 -0.42 0.30 -0.78 0.30
H 5.862183 -34.490683 -8.130436 0.09 -0.35 0.39 0.03